Density functional theory data (ωB97M-V/def2-TZVPD) for C62H49Cl3N3NaO4P2Si as an isolated structure in a non-equilibrium geometry.

Element x y z (Å)
Na1 0.21769 -0.69660 1.55499
O1 0.06266 2.54368 4.34673
C1 0.33444 1.84734 3.34218
N1 0.81793 0.61848 3.28530
C2 1.05562 0.06064 4.61240
C3 0.44170 -1.30390 4.75171
C4 -0.79745 -1.47014 5.37086
C5 -1.32099 -2.74087 5.50468
C6 -0.59666 -3.81715 5.01488
C7 0.61357 -3.55513 4.39718
N2 1.12963 -2.33738 4.27016
C8 0.11435 2.52425 1.98928
C9 -0.31165 3.84858 1.98181
C10 -0.45928 4.49690 0.76989
C11 -0.15770 3.81326 -0.39639
C12 0.25714 2.49493 -0.29474
N3 0.37961 1.85635 0.86515
H1 0.64722 0.71669 5.38733
H2 2.13496 -0.04398 4.78924
H3 -1.33222 -0.59861 5.72515
H4 -2.28665 -2.89271 5.97211
H5 -0.97232 -4.82871 5.07595
H6 1.19801 -4.36377 3.97124
H7 -0.51864 4.31722 2.93244
H8 -0.81133 5.52167 0.73132
H9 -0.25948 4.27933 -1.36763
H10 0.49315 1.91411 -1.17890
O2 1.98853 -0.18138 -2.17476
C13 2.93768 -1.15164 -2.07454
C14 3.20765 -2.02751 -3.12415
C15 4.22879 -2.95298 -3.00028
C16 4.97664 -3.00728 -1.83044
C17 4.64043 -2.17828 -0.77087
C18 3.59321 -1.26259 -0.85227
P1 2.90013 -0.33352 0.59602
C19 3.78741 1.26581 0.49980
C20 3.53225 2.19608 1.51041
C21 4.11106 3.45339 1.47483
C22 4.94590 3.80843 0.42164
C23 5.20006 2.89381 -0.58899
C24 4.62583 1.62956 -0.54694
C25 3.80238 -1.20175 1.94314
C26 3.48211 -2.54994 2.11995
C27 4.10604 -3.30062 3.09965
C28 5.02601 -2.70745 3.95547
C29 5.32174 -1.36117 3.81099
C30 4.72155 -0.61548 2.80318
C31 1.65557 0.32715 -3.43745
C32 2.64576 0.77780 -4.30437
C33 2.28240 1.21224 -5.56778
C34 0.93900 1.17062 -5.94686
C35 -0.01333 0.75394 -5.02810
C36 0.31310 0.35495 -3.72848
P2 -1.05541 0.24493 -2.11054
C37 -1.92644 1.72301 -2.81782
C38 -3.30995 1.85094 -2.92640
C39 -3.90033 3.03841 -3.34753
C40 -3.11496 4.14166 -3.64036
C41 -1.73408 4.04124 -3.51610
C42 -1.15459 2.84549 -3.12461
C43 -1.66315 -1.34086 -2.81561
C44 -0.72521 -2.37772 -2.81143
C45 -1.06059 -3.64634 -3.24788
C46 -2.34354 -3.90215 -3.72359
C47 -3.28089 -2.88350 -3.73787
C48 -2.94469 -1.61460 -3.27376
H11 2.62611 -1.95887 -4.03329
H12 4.44004 -3.62711 -3.82141
H13 5.79458 -3.70911 -1.72868
H14 5.19266 -2.26105 0.15683
H15 2.85790 1.92586 2.31682
H16 3.89279 4.16218 2.26390
H17 5.38767 4.79714 0.38554
H18 5.84539 3.16120 -1.41716
H19 4.83355 0.91912 -1.33820
H20 2.72638 -3.00634 1.48926
H21 3.85010 -4.34707 3.21491
H22 5.49464 -3.28795 4.74120
H23 6.02691 -0.88259 4.48085
H24 4.98457 0.42921 2.68999
H25 3.68737 0.76315 -4.00263
H26 3.04191 1.57078 -6.25245
H27 0.64107 1.47990 -6.94247
H28 -1.05948 0.74917 -5.32451
H29 -3.94901 1.02464 -2.64610
H30 -4.97955 3.09820 -3.42534
H31 -3.57100 5.07229 -3.95682
H32 -1.10335 4.89695 -3.72702
H33 -0.07509 2.78100 -3.04967
H34 0.27309 -2.18178 -2.43446
H35 -0.32487 -4.43953 -3.20431
H36 -2.60947 -4.89445 -4.06820
H37 -4.28853 -3.07324 -4.08784
H38 -3.70446 -0.84634 -3.26109
Cl1 -0.08765 -5.64019 1.17845
C49 -1.31834 -4.36335 0.96369
Cl2 -1.87124 -4.37651 -0.72635
Cl3 -2.69981 -4.72199 2.01582
C50 -0.69054 -2.93788 1.23614
O3 -1.36829 -2.16112 1.90962
O4 0.40693 -2.76366 0.68431
C51 -2.56492 3.85394 2.62979
C52 -3.03728 3.97904 1.33175
C53 -3.04764 2.87783 0.48555
C54 -2.61250 1.62018 0.91426
C55 -2.12512 1.52502 2.22174
C56 -2.09624 2.62380 3.06926
Si1 -2.66507 0.08493 -0.20929
C57 -4.47819 -0.52359 -0.18358
C58 -4.74792 -1.89538 -0.25925
C59 -6.04347 -2.38083 -0.35444
C60 -7.11962 -1.50165 -0.38339
C61 -6.87943 -0.13639 -0.31211
C62 -5.57812 0.33929 -0.21436
H39 -2.54107 4.71458 3.28875
H40 -3.38503 4.94057 0.96968
H41 -3.38329 3.00911 -0.53813
H42 -1.74818 0.57332 2.57794
H43 -1.69056 2.52098 4.06841
H44 -1.98191 -0.96009 0.62600
H45 -3.92065 -2.59783 -0.24337
H46 -6.21423 -3.44982 -0.40795
H47 -8.13403 -1.87750 -0.45209
H48 -7.70947 0.56185 -0.32677
H49 -5.41639 1.41077 -0.14740

As for the frontier orbital gap: 4.38 eV. As for the highest occupied orbital energy: -0.85 eV. Its net charge is -2.

Mulliken population analysis, charges in e, atoms 1 to 8:
1 Na 1.196
2 O -0.919
3 C 0.065
4 N 0.187
5 C -1.283
6 C 0.606
7 C -0.682
8 C -0.502